(1)
This record from the OMol25 dataset describes 7 unconnected molecules or ions with the total composition C35H74O18P in a non-equilibrium geometry. The level of theory is the ωB97M-V functional and the def2-TZVPD basis.

Geometry as XYZ:
```
128
Properties=species:S:1:pos:R:3:mulliken_charge:R:1
H -3.66 1.57 2.50 0.603
H -3.53 -0.88 -2.70 0.036
H -6.03 5.57 -2.02 0.358
C 14.22 -4.39 -2.82 -1.095
C -0.95 -9.43 1.97 -0.183
O -3.56 9.23 2.12 -0.545
O -7.79 3.96 -0.64 -0.421
H -1.32 -4.11 0.67 0.014
H -0.45 11.66 2.35 0.369
H -6.39 4.36 0.77 0.382
C 12.97 -5.24 -2.87 -0.174
O 5.68 -3.16 -1.33 -0.357
H 0.47 -0.77 2.38 0.215
C -3.90 -5.84 -1.59 -0.758
H -1.75 3.07 3.07 0.408
H 12.30 -4.92 -3.67 0.305
H -3.59 -6.81 -1.19 0.325
C -1.85 3.61 2.11 -0.429
O 11.42 -3.21 -2.07 -0.552
C 6.63 -3.62 -2.30 -0.547
H -6.74 6.40 -0.65 0.336
H -2.36 -1.18 -4.03 0.282
H 2.03 -1.37 -0.39 -0.119
H -0.07 -1.88 0.48 0.079
C -2.78 8.38 2.41 0.720
H -4.75 7.68 4.09 0.356
H 3.19 2.31 2.19 0.260
H 0.97 5.26 1.06 0.388
H -2.56 -5.87 -3.29 0.277
H -0.89 -10.46 3.86 0.364
H -4.25 1.23 -0.44 0.407
O -1.45 8.43 2.26 -0.306
O 0.28 -7.06 2.21 -0.557
O 3.73 -2.36 -0.86 -0.417
O 11.02 -4.32 -0.14 -0.336
C -0.76 -7.13 1.61 0.658
H -0.68 3.88 0.24 0.334
H 0.55 -2.61 -1.93 0.191
H -2.28 -9.37 3.67 0.293
H -5.03 5.90 -0.60 0.295
C 10.29 -3.18 0.31 -0.578
H -2.36 -1.48 2.20 0.584
H -2.67 -0.69 -0.38 0.036
H -0.88 -4.56 2.33 0.332
O -1.49 -8.22 1.41 -0.353
H 14.86 -4.70 -1.99 0.293
H -4.96 -5.70 -1.39 0.323
H 0.61 2.88 2.87 0.324
H -1.92 11.02 3.09 0.310
C -0.71 3.22 1.13 0.618
C -3.09 -0.28 0.56 -0.639
C -3.28 3.50 1.53 -0.112
C -9.64 2.83 -3.35 -0.639
C -1.21 -9.50 3.46 -1.106
C -3.42 -1.17 -3.75 -0.399
H -9.05 1.96 -3.65 0.292
O -4.04 -2.43 -3.98 -0.348
C -0.79 -4.84 1.28 -0.424
H 1.48 -3.76 -0.93 0.250
H -4.95 2.15 1.45 0.394
O -9.28 3.26 -2.03 -0.361
C -0.96 9.66 1.71 -0.202
H 14.78 -4.46 -3.75 0.356
C 1.53 4.48 1.61 -0.644
H 3.51 5.07 0.83 0.386
C -2.09 -0.51 1.73 -0.627
H 1.25 2.36 1.29 0.141
C 11.56 -4.17 -1.35 0.792
H -3.94 4.08 2.20 -0.183
H 2.58 -1.11 -2.04 0.400
H -1.55 9.96 0.84 0.311
O -2.37 -3.40 -2.80 -0.546
H 2.76 3.76 -0.08 0.278
C 2.90 4.15 0.94 -0.630
H -4.02 -0.85 0.72 0.431
H 9.54 -2.88 -0.43 0.213
H -1.46 -10.25 1.47 0.290
C -6.44 4.29 -0.32 0.326
H 1.93 -3.48 -2.61 0.424
C -6.03 5.62 -0.93 -1.227
H 13.24 -6.28 -3.08 0.289
H -2.12 0.24 2.54 0.423
H -2.57 1.71 -0.27 0.486
O -1.41 -6.10 1.06 -0.249
H 1.78 4.89 2.61 0.292
C 1.55 -2.99 -1.71 -0.920
H -5.77 3.49 -0.62 -0.019
H -5.08 7.23 2.39 0.314
H -3.36 -5.06 -1.05 0.013
H 6.26 -4.53 -2.78 0.320
C -3.85 2.05 1.52 -1.072
H 0.11 -9.52 1.75 0.316
H -0.89 2.18 0.78 -1.090
O 12.28 -5.25 -1.61 -0.359
H -0.35 10.43 3.63 0.298
H -4.13 -6.58 -3.59 0.321
H 6.84 -2.86 -3.04 0.328
H 0.18 0.47 0.52 0.213
H -10.69 2.54 -3.32 0.232
C -3.40 1.22 0.27 -0.598
C -3.62 -5.77 -3.08 -0.231
H -3.93 -0.43 -4.37 0.269
H 0.05 9.45 1.36 0.295
H -3.40 3.97 0.54 0.261
H 7.55 -3.86 -1.77 0.098
C 2.46 -1.86 -1.26 0.110
C -0.92 10.76 2.75 -1.121
C -4.46 7.03 3.26 -0.748
H 0.26 -4.86 0.97 0.292
O -7.13 3.30 -2.70 -0.557
O 4.32 -2.57 -3.03 -0.544
P -0.32 -0.68 1.20 0.107
H -0.68 -8.71 4.00 0.316
H 9.78 -3.46 1.23 0.234
H 4.24 3.68 2.60 0.329
H 4.56 2.70 1.13 0.318
H -9.51 3.64 -4.06 0.297
C 3.76 3.15 1.75 -1.052
C 4.56 -2.68 -1.86 0.763
H 10.96 -2.36 0.52 0.303
C -7.98 3.48 -1.87 0.730
H -1.69 4.68 2.36 0.228
H -4.61 5.99 3.57 0.217
C 0.70 3.17 1.82 -0.460
O -4.13 -4.55 -3.64 -0.369
O -3.07 7.19 2.96 -0.267
C -3.40 -3.46 -3.41 0.785
H 13.97 -3.34 -2.65 0.312
```

Properties
Total charge   +1
HOMO-LUMO gap   9.00 eV
Max |F|   1.510 eV/A
DFT total energy   -83632.698 eV

=====

(2)
This record from the OMol25 dataset describes 2 unconnected molecules or ions with the total composition C6H10 in a non-equilibrium geometry. The level of theory is the ωB97M-V functional and the def2-TZVPD basis.

Geometry as XYZ:
```
16
Properties=species:S:1:pos:R:3:mulliken_charge:R:1
H -2.77 -1.52 -0.20 0.264
H -2.06 -3.10 -0.26 0.344
C -1.80 -2.04 -0.20 -1.061
H -0.92 -2.14 1.90 0.321
C -0.92 -1.68 0.92 -0.087
H -0.37 0.20 -0.04 0.058
H 1.23 0.87 1.48 0.243
H 0.86 -0.63 2.61 0.254
C 1.51 2.52 -0.98 -0.263
H -1.32 -1.79 -1.16 0.294
H 0.58 2.56 -0.34 0.117
C 0.70 -0.05 1.71 -0.649
H 0.64 1.18 -1.88 -0.006
C -0.32 -0.41 0.86 0.137
H 1.51 1.93 -3.23 0.317
C 1.22 2.11 -2.20 -0.283
```

Properties
Energy above the lowest of the compared OMol25 structures with the same formula, charge and spin   838.2 kJ/mol
HOMO-LUMO gap   3.14 eV
Max |F|   2.944 eV/A
DFT total energy   -6375.173 eV

=====

(3)
This record from the OMol25 dataset describes a molecular structure, C39H50BCdN14O2S3. The level of theory is the ωB97M-V functional and the def2-TZVPD basis.

Geometry as XYZ:
```
110
Properties=species:S:1:pos:R:3:mulliken_charge:R:1
H -3.27 6.67 -1.97 0.360
H -1.04 1.27 -4.25 0.249
H -2.90 2.94 -4.11 0.459
C -1.02 -3.45 -2.71 0.137
C 2.73 3.83 -2.71 0.500
N 0.72 -1.89 -2.45 -0.490
C 0.24 0.41 6.92 -0.344
N 1.22 -0.69 -1.96 0.244
H 0.69 -4.00 2.48 0.297
H 0.07 -3.55 0.09 -0.347
H 0.48 2.45 -0.39 -0.306
H -4.11 1.66 -4.12 0.558
C -1.91 4.28 -2.00 0.045
N -1.15 -1.38 1.72 -0.176
C -1.63 -2.61 1.75 -0.271
H -0.30 -5.31 -5.47 0.440
N 0.71 0.43 5.69 -1.120
C 1.54 4.68 0.58 -1.606
N -1.74 1.47 1.50 -0.933
C 2.25 0.85 3.31 -0.137
H 2.70 1.28 0.12 0.177
H -2.48 0.46 5.13 0.566
C -2.57 1.29 -2.71 1.684
C -0.09 3.31 -0.73 0.577
C -3.49 0.29 -1.98 -1.350
C -2.20 6.75 -2.12 -1.798
C -1.17 0.43 6.94 -1.077
H 0.87 -5.50 1.53 0.310
C -1.68 2.58 3.42 -0.162
B -0.34 0.36 3.35 0.213
H 2.35 0.81 4.38 0.655
H -2.93 4.26 2.75 0.446
H -3.79 -4.14 -1.27 0.281
H 3.33 -1.28 1.26 -0.194
H -1.85 7.65 -1.61 0.402
C 3.21 -3.13 2.32 -0.883
S 1.33 3.16 -3.28 -0.299
H -2.78 4.23 -2.63 0.508
H -2.93 -0.46 -1.44 -0.150
S 3.42 0.86 -2.11 -0.067
H 4.16 1.50 2.43 0.523
N 2.68 -4.52 2.04 -0.066
H 2.63 -2.73 3.15 0.386
C -3.47 2.26 -3.47 -2.657
H 1.58 3.87 1.30 0.128
C -1.09 -2.10 3.82 0.180
N 1.07 0.55 2.74 0.179
C 3.03 -2.30 1.05 -0.181
H 1.66 -4.12 -0.43 0.581
N -1.63 1.82 -1.71 1.347
N 1.67 -2.32 0.59 1.534
C -1.61 -3.12 3.06 -2.016
C -2.45 3.32 2.56 -1.610
H 1.05 -1.67 1.06 -1.051
H 3.20 -4.89 1.24 0.389
H 5.72 -1.87 -2.97 0.398
H 5.09 -0.49 -1.00 0.158
N -1.27 1.46 2.77 0.662
C 3.14 1.19 2.32 -1.927
N 1.15 0.70 1.39 0.968
C 1.12 -3.63 0.39 -0.344
C -1.48 5.52 -1.60 0.217
Cd -0.61 0.31 -0.34 5.381
H -0.91 -2.03 4.88 0.404
H -1.96 -3.07 0.83 0.447
C 1.22 -4.47 1.65 -0.786
C 0.32 4.56 -0.29 -0.114
H 4.26 -3.23 2.62 0.415
H -1.83 0.43 7.79 0.467
C -1.70 0.56 -3.74 -1.121
C -0.84 -4.97 -4.61 -0.942
C -0.44 -2.25 -1.99 -0.128
H -0.08 6.66 -0.42 0.344
H -2.48 -6.34 -4.87 0.401
C 2.40 1.08 1.13 -0.861
H 0.58 -3.45 -4.09 0.490
N -0.84 -1.06 2.99 0.427
C 2.46 -0.60 -2.23 -0.471
H -2.02 6.87 -3.19 0.311
H 2.44 4.64 -0.04 0.251
H 1.53 5.63 1.12 0.430
C -2.45 2.58 1.37 -0.402
H -1.95 -4.08 3.40 0.460
H -4.12 2.82 -2.81 0.453
C -2.24 -4.06 -2.37 1.064
C 4.98 -0.06 -2.00 -0.659
O -1.10 -1.72 -1.04 -0.553
N -0.37 0.46 4.88 0.475
C -2.74 -5.09 -3.16 -1.115
H 2.84 -5.14 2.83 0.372
C -2.06 -5.55 -4.27 -0.601
C 4.91 -1.14 -3.06 -0.654
C -0.35 -3.93 -3.83 -0.717
H -3.69 -5.55 -2.88 0.333
C -1.51 0.46 5.61 -0.452
H -4.11 -0.23 -2.71 0.488
O -2.94 -3.67 -1.27 -0.348
H 3.68 -2.69 0.26 0.404
S 3.33 -2.01 -2.86 -0.066
H -2.93 2.80 0.44 0.576
N 3.74 4.25 -2.31 -0.748
C -0.39 5.66 -0.73 -0.803
H -1.06 -0.19 -3.27 0.007
H 5.78 0.65 -2.17 0.449
H -2.33 0.07 -4.48 0.489
H 4.95 -0.69 -4.05 0.358
C -1.26 3.09 -1.53 -0.657
H 0.92 0.40 7.75 0.449
H -4.14 0.82 -1.29 0.312
H -1.39 2.77 4.43 0.549
```

Properties
Spin multiplicity   2
Energy above the lowest of the compared OMol25 structures with the same formula, charge and spin   39.5 kJ/mol
HOMO-LUMO gap (alpha / beta)   5.47 / 5.28 eV
Max |F|   0.449 eV/A
DFT total energy   -103958.430 eV

=====

(4)
This record from the OMol25 dataset describes a molecular structure, C24H58AsF6N7O8 in a non-equilibrium geometry. The level of theory is the ωB97M-V functional and the def2-TZVPD basis.

Geometry as XYZ:
```
104
Properties=species:S:1:pos:R:3:mulliken_charge:R:1
H -1.48 -2.29 1.83 -0.154
O -1.79 5.05 -5.53 -0.319
O 1.77 -2.06 4.46 -0.264
C 1.31 0.36 4.27 -0.409
H 2.16 0.64 -4.86 0.784
C 1.97 -4.64 -2.90 -0.995
H 3.27 -2.79 -5.35 0.275
H 4.30 0.07 0.77 0.626
C -2.17 3.93 -5.89 0.158
H -2.05 0.50 3.85 0.351
H 6.34 1.70 0.89 0.331
H 2.09 -0.40 1.89 -0.083
O -1.70 1.30 5.71 -0.654
N -3.77 4.00 -0.94 0.141
H 2.75 -0.67 -2.24 0.095
H 2.24 -5.65 -2.60 0.380
C -1.97 -5.21 3.46 -1.100
C -0.56 2.70 -4.36 -0.647
F 0.50 1.37 1.22 -0.498
N 0.60 -4.40 -2.63 0.165
H 0.37 -3.34 4.90 0.241
H 6.65 2.64 2.25 0.291
H 2.96 -1.32 -6.18 0.381
H 1.40 0.20 -3.45 -0.078
H 3.35 0.45 4.39 0.366
O -0.19 -6.51 -3.09 -0.633
C 3.88 0.74 1.51 -0.730
H -1.50 1.09 -6.40 0.372
C -1.99 1.36 4.53 0.227
H 5.30 3.06 1.26 0.312
N -1.65 2.77 -5.39 0.332
C 3.24 -1.39 -2.91 0.349
H -0.10 3.65 -4.09 0.390
C -2.43 4.52 -1.27 -0.301
H -2.97 1.66 2.02 0.372
H 0.27 2.05 -4.64 0.084
C 3.50 -1.72 -5.32 -0.968
F -1.74 0.52 0.29 -0.468
H 1.99 -4.07 4.51 0.229
H -2.83 3.82 -6.77 0.407
H -2.33 0.88 -4.78 0.283
C -0.38 -5.35 -2.62 0.247
H -3.37 4.39 4.23 0.310
As -0.08 0.54 -0.34 2.135
H -2.53 -5.00 0.64 0.345
H -3.21 1.56 -6.14 0.409
H 0.28 -1.07 5.57 0.535
C 3.01 -0.17 2.43 -0.244
F -0.69 -0.21 -1.90 -0.497
H 4.55 -1.47 -5.42 0.303
N -2.36 2.51 3.91 0.174
H -0.96 2.39 -3.39 0.274
O -5.41 2.49 -1.43 -0.652
H -2.39 -4.81 4.38 0.327
H 0.78 -2.59 -1.37 0.205
H 2.62 -4.02 -2.29 0.368
H -1.09 -5.85 3.57 0.308
C 0.37 -2.98 -2.31 -0.765
O -2.10 -2.32 3.80 -0.697
H -3.41 2.49 -2.11 0.097
F 0.24 -1.13 0.34 -0.537
F 1.60 0.67 -0.96 -0.536
F -0.50 2.16 -1.03 -0.378
N -1.89 -4.13 2.45 0.137
H 0.93 -0.62 -5.02 0.402
H -4.06 4.81 1.01 0.305
C 5.82 2.20 1.70 -0.826
H 0.55 0.48 3.50 -0.131
C -2.22 1.49 -5.68 -0.813
H -1.89 3.83 -1.91 -0.388
H -3.23 3.39 2.24 -0.066
H 1.72 -3.21 6.09 0.318
H -1.67 4.49 4.26 0.377
H -1.64 2.91 2.00 0.292
C -1.83 -2.83 2.72 0.753
O 4.97 1.22 2.34 -0.409
C -2.56 2.57 2.48 -0.752
N 2.68 0.67 3.67 0.001
C -1.63 -4.63 1.12 -0.567
H -2.41 5.43 -1.87 0.340
H 2.80 1.64 3.43 0.438
H 2.27 -4.56 -3.94 0.164
H 0.58 -2.20 -3.04 0.200
C 1.26 -0.84 5.15 -0.582
O 4.09 -2.19 -2.53 -0.652
H 1.85 -0.58 6.03 0.370
H -1.09 -3.91 0.49 -0.155
C -4.55 4.72 0.05 -0.942
N 2.81 -1.20 -4.15 0.277
H -2.51 3.81 5.61 0.347
H 1.27 1.29 4.85 0.358
H -2.75 -5.88 3.12 0.456
H -4.74 5.72 -0.36 0.346
C -4.25 2.90 -1.53 0.432
H -1.32 -4.91 -2.27 0.289
C 1.45 -3.29 5.04 -0.710
H -0.70 -2.91 -2.09 0.260
H -0.85 -5.39 1.11 0.355
H -1.87 4.64 -0.34 0.312
H 3.33 1.60 1.11 0.383
H 3.54 -1.05 2.81 0.536
C 1.74 -0.25 -4.39 -1.090
H -5.46 4.15 0.22 0.324
C -2.49 3.82 4.52 -1.068
```

Properties
Spin multiplicity   2
Total charge   +1
HOMO-LUMO gap (alpha / beta)   6.96 / 2.22 eV
Max |F|   3.692 eV/A
DFT total energy   -129774.003 eV